Density functional theory data (ωB97M-V/def2-TZVPD) for C19H25NO in the gas phase.

Calculated values
E_tot   -23645.9512 eV
Spin multiplicity   1
Energy above the lowest of the compared OMol25 structures with the same formula, charge and spin   14.6 kcal per mole
HOMO   -0.2937 hartree
Total charge   0
F_max   0.488 eV/A

The geometry in XYZ format:
```
46
Properties=species:S:1:pos:R:3:lowdin_charge:R:1
C -1.96844 -2.61762 1.59038 -0.079
H -1.09751 -3.13908 1.97858 0.071
H -2.44412 -2.08389 2.41029 0.068
H -2.66835 -3.35562 1.20569 0.064
C -1.53545 -1.64707 0.48620 -0.257
N -2.59023 -0.82811 -0.08455 -0.216
C -3.11768 0.18393 0.81442 -0.153
H -2.52260 0.21715 1.73070 0.128
C -3.08165 1.60488 0.20726 -0.169
O -2.03966 2.40375 0.72561 -0.052
C -0.75767 2.21553 0.29823 -0.264
C 0.20005 3.03551 0.89454 -0.001
C 1.52864 2.93431 0.53724 -0.042
C 1.93966 2.02145 -0.42541 -0.244
C 0.98019 1.21196 -1.01602 -0.021
C -0.35559 1.29998 -0.66756 -0.015
H -1.06949 0.63967 -1.13214 0.096
H 1.28250 0.48902 -1.76039 0.120
C 3.39167 1.86670 -0.79679 -0.110
C 3.89202 0.51475 -0.35923 -0.235
C 3.88043 0.17741 0.98930 -0.037
C 4.31354 -1.06645 1.40832 -0.085
C 4.76421 -1.99371 0.48307 -0.100
C 4.77729 -1.66804 -0.86139 -0.090
C 4.34167 -0.42178 -1.27882 -0.049
H 4.35489 -0.17489 -2.33153 0.108
H 5.12670 -2.38658 -1.58893 0.100
H 5.10327 -2.96593 0.80973 0.098
H 4.30037 -1.31509 2.45979 0.101
H 3.52409 0.89821 1.71140 0.115
H 3.51245 1.97009 -1.87770 0.118
H 3.97866 2.64973 -0.31076 0.120
H 2.25551 3.57737 1.01358 0.111
H -0.12314 3.74530 1.64014 0.116
H -3.02372 1.55179 -0.88370 0.114
H -3.98800 2.14931 0.48672 0.125
H -4.15141 -0.05164 1.10064 0.122
C -3.61702 -1.59191 -0.76981 -0.264
C -4.35336 -0.75774 -1.81340 -0.082
H -5.04517 -1.39067 -2.36429 0.071
H -4.91862 0.04400 -1.34588 0.065
H -3.64568 -0.32468 -2.51545 0.075
H -4.35699 -2.01135 -0.06563 0.115
H -3.12296 -2.42551 -1.27487 0.118
H -0.76998 -0.96980 0.87537 0.109
H -1.08333 -2.21465 -0.33292 0.116
```

***

Density functional theory data (ωB97M-V/def2-TZVPD) for C19H25NOS in the gas phase.

Calculated values
E_tot   -34481.5558 eV
Spin multiplicity   1
Energy above the lowest of the compared OMol25 structures with the same formula, charge and spin   9.1 kcal per mole
HOMO   -0.2894 hartree
Total charge   0
F_max   0.553 eV/A

The geometry in XYZ format:
```
47
Properties=species:S:1:pos:R:3:lowdin_charge:R:1
C -2.96068 -3.81207 0.19895 -0.113
C -2.15253 -2.82555 -0.63263 -0.245
H -1.50578 -3.36013 -1.33011 0.110
H -2.83366 -2.20513 -1.21579 0.090
C -1.28418 -1.92886 0.25667 -0.213
N -0.49545 -1.00902 -0.53523 -0.159
C -1.17398 0.19608 -0.93035 -0.164
H -0.51204 0.75907 -1.58835 0.116
C -1.66762 1.13593 0.21832 -0.185
C -3.13486 1.36671 0.15672 -0.537
C -3.79951 2.48365 -0.24311 -0.137
C -5.20636 2.34216 -0.20974 -0.194
C -5.59574 1.11383 0.20822 -0.417
S -4.25188 0.10334 0.57303 1.032
H -6.58847 0.72893 0.33037 0.057
H -5.89141 3.12382 -0.48627 0.099
H -3.30139 3.38708 -0.54810 0.109
H -1.16711 2.10366 0.15257 0.112
H -1.41035 0.68826 1.17962 0.103
H -2.04616 -0.09785 -1.52351 0.114
C 0.93035 -0.94531 -0.28728 -0.281
C 1.34917 0.07769 0.79739 -0.079
C 2.83834 0.17960 0.86554 -0.177
C 3.48687 0.42778 -0.33968 -0.120
C 4.87417 0.54559 -0.36437 -0.261
C 5.59566 0.41575 0.81640 -0.033
C 4.94198 0.16280 2.00906 -0.087
C 3.56450 0.04235 2.03843 -0.044
H 3.05529 -0.15446 2.97035 0.106
H 5.51503 0.05958 2.91852 0.102
H 6.67395 0.50976 0.79615 0.109
O 5.49279 0.78964 -1.55768 0.056
H 6.44543 0.83952 -1.41710 0.106
C 2.63047 0.51013 -1.56466 -0.118
C 1.70367 -0.70953 -1.60746 -0.115
H 0.99138 -0.60788 -2.42615 0.109
H 2.31368 -1.58861 -1.81909 0.119
H 2.03628 1.42829 -1.53213 0.123
H 3.25241 0.54212 -2.45852 0.114
H 0.93183 -0.21734 1.76177 0.124
H 0.94720 1.05725 0.53227 0.115
H 1.21362 -1.93408 0.08736 0.144
H -0.61446 -2.56367 0.84166 0.124
H -1.94042 -1.40488 0.96647 0.085
H -3.57011 -4.44409 -0.44233 0.069
H -3.61880 -3.27844 0.88137 0.061
H -2.30222 -4.45042 0.78450 0.070
```

***

Density functional theory data (ωB97M-V/def2-TZVPD) for C19H26BaClN3O6S as an isolated structure in a non-equilibrium geometry.

Calculated values
E_tot   -60932.8666 eV
Spin multiplicity   1
Energy above the lowest of the compared OMol25 structures with the same formula, charge and spin   19.5 kcal per mole
HOMO   -0.2543 hartree
Total charge   0
F_max   3.124 eV/A

The geometry in XYZ format:
```
57
Properties=species:S:1:pos:R:3:lowdin_charge:R:1
Ba 0.09095 -0.23046 -1.02400 1.989
N 0.58572 -1.71112 1.74689 -0.048
C -0.43286 -2.75015 2.01430 -0.263
C -1.76534 -2.33380 1.42435 -0.217
C -2.29226 -1.04573 2.04834 -0.212
C -3.42115 -0.43439 1.24650 -0.252
N -2.91348 0.02763 -0.06634 -0.043
H 1.51233 -2.09441 1.89040 0.077
H 0.48127 -0.94736 2.40777 0.061
H -0.54684 -2.93470 3.08564 0.121
H -0.09630 -3.67948 1.55596 0.116
H -2.49102 -3.13919 1.56140 0.126
H -1.63028 -2.20158 0.34178 0.064
H -1.50276 -0.28959 2.09932 0.077
H -2.63117 -1.24168 3.06856 0.129
H -3.81168 0.42628 1.78694 0.119
H -4.24188 -1.14710 1.12767 0.118
H -3.47464 0.79965 -0.40478 0.076
H -2.99715 -0.70864 -0.76028 0.035
N -0.09967 2.07122 1.71501 0.032
C -0.32397 2.75705 2.95944 -0.344
C 0.59218 2.62524 3.99294 -0.055
C 0.36640 3.27108 5.19627 -0.049
C -0.77723 4.04958 5.38002 -0.258
C -1.69463 4.15518 4.34564 -0.048
C -1.46933 3.50835 3.13414 -0.052
S -0.99813 4.94255 6.91297 0.392
O -2.24818 5.66245 6.71821 -0.370
O -1.04577 3.89438 7.92059 -0.362
O 0.18680 5.78213 6.98465 -0.359
H -0.61039 2.48757 0.94915 0.054
H 0.88783 1.98701 1.51436 0.056
H 1.48946 2.02798 3.84735 0.101
H 1.07569 3.18842 6.01076 0.120
H -2.57667 4.76255 4.50615 0.109
H -2.18525 3.60012 2.32086 0.101
C -3.78851 -2.17641 -6.17593 -0.021
C -2.46712 -1.46064 -6.17851 -0.186
C -2.21773 -0.39252 -7.02187 -0.054
C -0.98738 0.25461 -7.01484 -0.668
Cl -0.71245 1.58483 -8.10017 0.667
C 0.01597 -0.15899 -6.16852 -0.104
C -0.21350 -1.23761 -5.31474 -0.013
C -1.44446 -1.87788 -5.32197 -0.224
O -1.75548 -2.94682 -4.52238 -0.020
C -0.76806 -3.38147 -3.62268 -0.094
C -0.50301 -2.35376 -2.54407 -0.715
O -1.44991 -1.57816 -2.19911 -0.295
O 0.66408 -2.28687 -2.02716 -0.300
H -4.47821 -1.71231 -6.87843 0.082
H -4.23633 -2.16288 -5.18129 0.088
H -3.66284 -3.22479 -6.45036 0.091
H -2.98933 -0.05847 -7.70426 0.116
H 0.97784 0.33552 -6.18347 0.107
H 0.59846 -1.58139 -4.68760 0.108
H 0.16858 -3.64780 -4.11376 0.143
H -1.16958 -4.26874 -3.13094 0.154
```

***

Density functional theory data (ωB97M-V/def2-TZVPD) for a 3-piece molecular cluster, C19H26BrClIO4PS4 overall in a non-equilibrium geometry.

Calculated values
E_tot   -171605.9867 eV
Spin multiplicity   1
Energy above the lowest of the compared OMol25 structures with the same formula, charge and spin   0.0 kcal per mole
HOMO   -0.3122 hartree
Total charge   0
F_max   2.279 eV/A

The geometry in XYZ format:
```
57
Properties=species:S:1:pos:R:3:lowdin_charge:R:1
C -3.01276 -0.82068 1.01146 -0.068
C -3.30891 0.27068 -0.08491 -0.388
C -3.99974 1.49124 0.63077 -0.088
C -2.08006 0.65124 -0.98362 -0.185
C -0.80388 1.12164 -0.19367 -0.134
C 0.06405 -0.05009 0.38000 -0.162
C 0.72183 -0.96171 -0.37205 -0.493
Br 0.72515 -0.90707 -2.30871 0.802
C 1.50784 -2.09738 0.35321 -0.387
O 2.52642 -2.56470 -0.06919 0.033
C 0.84956 -2.57653 1.69430 -0.057
C 0.86491 -3.95604 2.14846 -0.328
P 1.66745 -5.31483 1.15842 0.395
S 1.02322 -5.27130 -0.69835 0.121
C 0.22546 -4.30601 3.42581 -0.617
Cl 0.22102 -5.96095 4.09629 0.583
C -0.46861 -3.29452 4.23800 -0.681
I -1.45918 -3.76980 6.07473 0.870
C -0.51928 -1.90982 3.78104 -0.532
S -1.41742 -0.65160 4.75320 0.741
C 0.15138 -1.58565 2.52300 -0.073
C 0.13893 -0.12452 1.94720 -0.308
O 0.21597 0.86324 2.62498 0.096
H -2.16593 -1.50183 0.71346 0.084
H -2.62711 -0.26909 1.92117 0.046
H -3.91167 -1.38702 1.34926 0.089
H -4.08337 -0.17253 -0.77537 0.137
H -3.29792 2.14945 1.20099 0.073
H -4.71410 1.04990 1.38630 0.079
H -4.64615 2.10123 -0.05647 0.081
H -1.87745 -0.18430 -1.69400 0.077
H -2.40642 1.52767 -1.61594 0.079
H -1.13310 1.80330 0.63686 0.111
H -0.09543 1.73913 -0.81747 0.118
H 1.15591 -6.53414 1.70595 -0.048
H 3.08442 -5.33103 1.25541 -0.007
H -1.82716 0.19972 3.74583 -0.111
C -3.04326 4.38657 -5.21191 -0.270
S -1.96808 3.29277 -4.26563 0.821
O -2.84421 2.39927 -3.45483 -0.559
C -1.33190 4.56786 -3.16201 -0.263
H -3.57969 3.78866 -5.94770 0.050
H -3.75841 4.87126 -4.54588 0.058
H -2.43862 5.13557 -5.72494 0.053
H -2.15666 5.04092 -2.62708 0.060
H -0.78422 5.31097 -3.74286 0.054
H -0.65687 4.09830 -2.44707 0.044
C 4.57112 -0.25326 -0.05678 -0.279
S 5.66382 1.12870 0.32084 0.805
O 5.07874 2.34482 -0.30926 -0.557
C 7.02278 0.57872 -0.72873 -0.275
H 3.62922 -0.10019 0.46786 0.035
H 4.38498 -0.29778 -1.13070 0.063
H 5.02777 -1.18308 0.28416 0.056
H 6.67942 0.48148 -1.75956 0.057
H 7.39848 -0.37870 -0.36510 0.051
H 7.81772 1.32188 -0.67918 0.048
```

***

Density functional theory data (ωB97M-V/def2-TZVPD) for a 7-piece molecular cluster, C19H26Cl6F12O8 overall in a non-equilibrium geometry.

Calculated values
E_tot   -144249.2453 eV
Spin multiplicity   1
Energy above the lowest of the compared OMol25 structures with the same formula, charge and spin   0.0 kcal per mole
HOMO   -0.4021 hartree
Total charge   0
F_max   4.118 eV/A

The geometry in XYZ format:
```
71
Properties=species:S:1:pos:R:3:lowdin_charge:R:1
C 2.59844 -17.48080 23.04653 -0.957
Cl 2.88538 -16.01542 22.03633 0.511
Cl 4.01451 -17.75335 24.05387 0.540
H 1.70983 -17.26195 23.63698 0.036
H 2.53475 -18.24572 22.30499 0.004
C 3.65744 -15.28247 15.68460 -0.988
Cl 2.44578 -14.24192 16.53613 0.488
Cl 5.28133 -14.58322 15.60714 0.538
H 3.82981 -16.21178 16.14580 -0.019
H 3.19734 -15.52467 14.75011 0.017
C 4.55776 -17.92581 19.18696 -1.000
Cl 5.81667 -16.62075 19.18496 0.501
Cl 5.24633 -19.46881 18.75359 0.544
H 4.26596 -18.06945 20.22027 -0.018
H 3.79038 -17.48365 18.54384 0.029
C 7.92253 -16.66760 23.54392 -0.057
C 7.32288 -15.46910 22.85033 -0.177
O 6.53463 -14.76827 23.83025 0.064
C 5.66802 -13.92150 23.46681 -0.425
O 5.43750 -13.45670 22.34230 0.107
C 4.78700 -13.50575 24.62348 -0.569
F 3.68109 -12.97272 24.17598 0.177
F 4.41486 -14.54481 25.44795 0.114
F 5.31703 -12.61753 25.42852 0.195
H 7.18263 -17.37224 23.97139 0.072
H 8.72380 -16.34599 24.24545 0.097
H 8.40327 -17.32572 22.82912 0.077
H 6.63778 -15.74269 21.99170 0.119
H 8.10517 -14.82434 22.46803 0.116
C 2.64981 -12.30187 20.84735 -0.068
C 2.84267 -10.90431 20.43506 -0.211
O 2.23017 -10.72043 19.14683 0.029
C 1.63883 -9.53056 19.02488 -0.363
O 1.49999 -8.70826 19.87497 0.156
C 1.19958 -9.35271 17.46274 -0.580
F 2.32806 -9.27712 16.79780 0.177
F 0.58634 -10.38817 16.89865 0.165
F 0.48977 -8.26293 17.32521 0.193
H 3.06773 -12.52592 21.80117 0.042
H 3.16088 -13.00023 20.16175 0.088
H 1.61823 -12.59068 20.89417 0.083
H 3.87058 -10.61767 20.35204 0.120
H 2.45548 -10.15346 21.16384 0.136
C 6.66553 -12.28695 17.96271 -0.052
C 7.01816 -12.59673 19.43981 -0.225
O 8.36715 -12.80679 19.64606 0.028
C 8.93755 -13.96557 19.34740 -0.387
O 8.48193 -14.91972 18.80030 0.139
C 10.38385 -14.05752 19.95340 -0.543
F 11.25660 -14.62785 19.11473 0.168
F 10.86108 -12.89278 20.36018 0.176
F 10.31307 -14.83243 21.04479 0.150
H 7.20165 -12.83818 17.21295 0.053
H 6.89632 -11.23808 17.83894 0.073
H 5.59047 -12.48445 17.93270 0.067
H 6.49082 -13.48752 19.84537 0.108
H 6.70445 -11.70969 20.07235 0.144
C 6.63247 -20.20671 14.67875 -0.046
C 6.76005 -18.95864 13.83620 -0.197
O 5.86255 -18.94166 12.72146 0.038
C 4.60611 -18.67395 12.98825 -0.418
O 4.13839 -18.26441 14.01654 0.164
C 3.85610 -18.75845 11.69415 -0.582
F 4.07850 -20.02296 11.22710 0.147
F 2.57446 -18.59093 11.87051 0.202
F 4.27393 -17.83478 10.85263 0.203
H 6.14913 -21.03297 14.15022 0.090
H 6.06741 -19.98331 15.57330 0.056
H 7.67477 -20.54174 14.84278 0.090
H 7.75736 -18.76662 13.37899 0.138
H 6.60818 -18.05167 14.40602 0.115
```

***

Density functional theory data (ωB97M-V/def2-TZVPD) for C19H26ClFeN3O6 as an isolated structure.

Calculated values
E_tot   -83784.6486 eV
Spin multiplicity   2
HOMO (alpha / beta)   -0.4599 / -0.4598 hartree
Total charge   +1
F_max   0.396 eV/A

The geometry in XYZ format:
```
56
Properties=species:S:1:pos:R:3:lowdin_charge:R:1
Fe 0.01180 -0.03884 -0.12523 0.722
O -3.93630 -1.84045 3.49821 0.156
C -3.97400 -0.52168 3.45829 -0.491
O -4.69991 0.12463 4.15957 0.101
C -3.06789 0.16388 2.46909 -0.034
C -2.98313 1.53981 2.28301 -0.532
Cl -3.89599 2.69572 3.10210 0.911
N -2.05905 1.80812 1.31204 0.015
N -1.54684 0.63133 0.89180 0.042
C -2.13235 -0.34358 1.56801 -0.123
C -1.60734 -1.71527 1.27406 -0.499
O -2.08681 -2.71148 1.77162 0.128
O -0.59829 -1.71086 0.45326 -0.060
C -1.62109 3.04447 0.69620 -0.145
C -2.09633 4.28589 1.10362 -0.028
C -1.64557 5.44098 0.47993 -0.047
C -0.72774 5.38829 -0.55252 -0.057
C -0.26009 4.15165 -0.96548 -0.056
C -0.70265 2.99491 -0.35012 -0.034
H -3.29870 -2.24646 2.86374 0.072
H -2.80791 4.38579 1.89872 0.043
H -2.03062 6.39315 0.81833 0.119
H -0.38336 6.29419 -1.03130 0.116
H 0.45663 4.07878 -1.77244 0.114
H -0.30593 2.06367 -0.72019 0.062
N -1.22232 -0.25763 -1.78202 0.087
H -0.78515 -0.06140 -2.67779 0.092
H -2.08520 0.27720 -1.73544 0.090
H -1.48226 -1.24200 -1.78189 0.093
C 1.81796 2.08260 2.69661 -0.014
C 1.56706 0.61430 2.37711 -0.636
C 0.51419 0.03117 3.30415 -0.004
C 2.85286 -0.19910 2.45422 -0.017
O 1.15927 0.58076 0.99527 -0.218
H 2.21190 2.19084 3.70810 0.099
H 0.88933 2.65267 2.62875 0.081
H 2.53954 2.50680 1.99817 0.092
H 0.88529 0.04473 4.32922 0.107
H 0.28964 -1.00500 3.04602 0.094
H -0.39948 0.62524 3.28500 0.077
H 3.23809 -0.20324 3.47481 0.098
H 3.61957 0.22678 1.80604 0.087
H 2.66566 -1.23365 2.15940 0.087
C 3.63764 -0.99083 -2.05896 -0.135
C 3.38842 -2.21090 -1.17311 -0.133
C 1.88030 -2.22419 -0.99504 -0.113
O 1.45135 -0.82649 -1.22292 -0.259
C 2.62056 -0.00357 -1.53624 -0.140
H 3.45384 -1.22125 -3.10872 0.125
H 4.65023 -0.60322 -1.96523 0.128
H 3.88669 -2.09387 -0.21070 0.118
H 3.74044 -3.13518 -1.62621 0.127
H 1.54956 -2.51939 -0.00636 0.113
H 1.36930 -2.82467 -1.74581 0.135
H 2.93696 0.48950 -0.62030 0.112
H 2.29644 0.73832 -2.26550 0.132
```